No. 1
Here is a molecular structure, C2H2S in a non-equilibrium geometry from the Open Molecules 2025 dataset. Energies are from the ωB97M-V functional and the def2-TZVPD basis.

Last column: Mulliken charge in e.
Cartesian coordinates (Å):
C1 -0.157 -0.584 0.128  -0.281
C2 -0.132 0.694 0.080  -0.184
S1 1.576 -0.032 -0.067  -0.214
H1 -0.765 -1.754 -0.275  0.283
H2 -0.523 1.676 0.134  0.396

Its energy relative to the best compared isomer or geometry (same formula, charge and spin) is 235.2 kJ/mol. The highest occupied orbital energy comes out at -7.86 eV. The multiplicity is 1.

=====

No. 2
Here is C2H2S4 in the gas phase from the Open Molecules 2025 dataset. Energies are from the ωB97M-V functional and the def2-TZVPD basis.

Last column: Mulliken charge in e.
Cartesian coordinates (Å):
C1 -1.018 -0.119 0.058  0.165
C2 0.456 0.242 -0.049  0.294
H1 -0.280 -2.307 -0.202  0.140
H2 2.094 1.827 0.111  0.150
S1 -1.510 -1.778 -0.026  -0.115
S2 -2.152 1.044 0.271  -0.240
S3 0.779 1.929 0.261  -0.115
S4 1.631 -0.837 -0.425  -0.279

As for the SMILES: S=C(S)C(=S)S. Its energy relative to the best compared isomer or geometry (same formula, charge and spin) is 1.0 kJ/mol. The highest occupied orbital energy comes out at -8.95 eV. The multiplicity is 1.

=====

No. 3
Here is a molecular structure, C2H30O21Y in a non-equilibrium geometry from the Open Molecules 2025 dataset. Energies are from the ωB97M-V functional and the def2-TZVPD basis.

Last column: Mulliken charge in e.
Cartesian coordinates (Å):
Y1 -0.204 0.301 -2.355  0.464
C1 0.052 -0.366 0.317  0.314
O1 -0.895 -0.963 -0.506  0.626
O2 -0.217 -0.491 1.573  0.460
O3 0.622 0.593 -0.295  1.123
C2 1.517 -1.378 -3.468  0.649
O4 0.840 -0.419 -4.095  -0.657
O5 1.397 -1.246 -2.156  -0.612
O6 2.072 -2.358 -4.137  -0.798
O7 -2.256 1.115 1.197  -0.879
H1 -1.553 0.448 1.260  -0.117
H2 -2.955 0.893 1.841  0.291
O8 3.327 0.162 0.405  -0.751
H3 3.475 0.927 1.044  0.308
H4 2.344 0.141 0.190  -0.084
O9 -0.904 -3.407 -1.266  -0.835
H5 -1.595 -3.709 -0.728  0.316
H6 -0.575 -2.630 -0.718  0.243
O10 -2.532 0.779 -1.638  -0.382
H7 -3.264 0.848 -2.286  0.229
H8 -2.982 0.817 -0.828  0.155
O11 -0.988 2.251 3.221  -0.575
H9 -1.230 2.073 2.317  0.349
H10 -1.457 3.105 3.336  0.291
O12 -2.847 -1.990 0.874  -0.822
H11 -2.169 -1.604 0.289  0.110
H12 -2.683 -1.660 1.798  0.392
O13 2.452 -2.629 0.172  -0.627
H13 1.815 -2.709 0.862  0.372
H14 2.243 -3.277 -0.539  0.282
O14 0.507 -2.834 2.134  -0.779
H15 0.148 -1.933 1.912  0.217
H16 -0.126 -3.478 1.808  0.325
O15 0.930 2.880 0.932  -0.961
H17 0.615 2.082 0.443  -0.013
H18 1.197 2.475 1.718  0.505
O16 -0.578 2.605 -1.666  -0.519
H19 -1.409 2.988 -1.957  0.273
H20 0.081 3.298 -1.882  0.229
O17 -1.940 -1.346 3.393  -0.686
H21 -2.436 -0.646 3.774  0.300
H22 -1.302 -1.029 2.776  0.353
O18 1.679 0.599 2.989  -0.629
H23 0.882 0.195 2.612  0.014
H24 1.540 0.643 3.919  0.283
O19 1.857 1.640 -2.738  -0.541
H25 2.344 2.052 -2.052  0.309
H26 2.480 1.150 -3.332  0.321
O20 -1.735 -1.323 -3.260  -0.552
H27 -2.685 -1.266 -3.308  0.287
H28 -1.654 -2.072 -2.671  0.340
O21 2.960 2.920 -0.652  -0.593
H29 3.460 3.731 -0.593  0.244
H30 2.313 3.043 0.012  0.443

Its energy relative to the best compared isomer or geometry (same formula, charge and spin) is 0.0 kJ/mol. As for the net charge: -1. The highest occupied orbital energy comes out at -4.79 eV. The multiplicity is 1.

=====

No. 4
Here is a molecular structure, C2H33FeO17 in a non-equilibrium geometry from the Open Molecules 2025 dataset. Energies are from the ωB97M-V functional and the def2-TZVPD basis.

Last column: Mulliken charge in e.
Cartesian coordinates (Å):
Fe1 1.053 0.237 2.632  0.597
C1 0.396 -0.033 -1.145  0.363
C2 -0.431 -0.594 -0.030  0.666
O1 -1.175 -1.567 -0.273  -0.960
O2 -0.322 -0.057 1.108  0.743
H1 1.428 -0.372 -0.964  -0.481
H2 0.407 1.054 -1.132  -0.224
H3 0.122 -0.389 -2.134  0.433
O3 -3.856 -0.059 0.482  -0.597
H4 -3.227 -0.799 0.511  0.284
H5 -4.706 -0.471 0.280  0.284
O4 3.457 1.640 -2.390  -0.591
H6 3.644 0.727 -2.087  0.337
H7 3.064 2.094 -1.638  0.284
O5 -0.608 3.146 1.186  -0.726
H8 -0.913 3.991 0.835  0.275
H9 -0.994 2.477 0.585  0.247
O6 -1.197 -2.837 1.957  -0.761
H10 -1.248 -2.400 1.066  0.312
H11 -1.198 -3.790 1.796  0.283
O7 0.134 -1.292 3.627  -0.486
H12 0.104 -1.683 4.509  0.282
H13 -0.370 -1.889 2.980  0.467
O8 1.816 1.796 1.438  -0.573
H14 1.216 2.509 1.104  0.324
H15 2.709 1.992 1.118  0.298
O9 1.619 -1.110 -4.179  -0.571
H16 2.138 -1.804 -3.754  0.288
H17 1.341 -1.499 -5.019  0.287
O10 4.129 -0.957 -1.189  -0.627
H18 3.391 -1.582 -1.181  0.266
H19 4.914 -1.521 -1.250  0.302
O11 0.076 -3.841 -1.464  -0.700
H20 -0.230 -2.967 -1.155  0.317
H21 -0.192 -3.881 -2.391  0.304
O12 0.787 3.845 -1.618  -0.608
H22 -0.176 3.917 -1.753  0.311
H23 1.128 3.476 -2.447  0.309
O13 -0.304 1.663 3.367  -0.499
H24 -0.305 2.406 2.704  0.394
H25 -0.998 1.808 4.016  0.247
O14 2.240 -1.187 1.693  -0.449
H26 1.897 -1.745 0.976  0.244
H27 3.055 -1.609 2.008  0.288
O15 -3.184 -0.375 3.371  -0.616
H28 -3.015 0.487 3.761  0.262
H29 -2.868 -0.295 2.457  0.284
O16 -1.966 2.723 -1.385  -0.587
H30 -2.048 1.986 -2.017  0.292
H31 -2.529 3.419 -1.755  0.276
O17 -2.620 -1.426 -2.739  -0.693
H32 -2.130 -1.478 -1.890  0.309
H33 -3.454 -1.884 -2.587  0.293

Its energy relative to the best compared isomer or geometry (same formula, charge and spin) is 0.0 kJ/mol. As for the net charge: +1. The highest occupied orbital energy (spin up / spin down) comes out at -13.20 / -13.03 eV. The multiplicity is 5.

=====

No. 5
Here is 16 unconnected molecules or ions with the total composition C2H33O17 in a non-equilibrium geometry from the Open Molecules 2025 dataset. Energies are from the ωB97M-V functional and the def2-TZVPD basis.

Last column: Mulliken charge in e.
Cartesian coordinates (Å):
C1 -0.597 0.194 0.623  -1.039
C2 0.339 -0.229 -0.492  0.358
O1 0.343 -1.463 -0.831  0.035
O2 1.019 0.689 -0.966  -0.532
H1 -1.513 0.666 0.268  0.398
H2 -0.158 1.036 1.157  0.250
H3 -0.966 -0.601 1.272  0.242
O3 0.874 4.020 1.694  -0.644
H4 -0.006 4.303 1.945  0.272
H5 0.746 3.537 0.877  0.342
O4 -1.939 1.962 3.563  -0.611
H6 -2.284 2.681 3.033  0.301
H7 -2.335 1.176 3.188  0.367
O5 -2.407 -2.993 1.581  -0.634
H8 -1.525 -3.328 1.420  0.279
H9 -2.976 -3.551 1.051  0.294
O6 0.019 3.253 -0.866  -0.715
H10 0.344 2.354 -0.904  0.418
H11 -0.866 3.203 -1.228  0.286
O7 3.055 -2.364 -0.390  -0.698
H12 2.943 -3.287 -0.617  0.255
H13 2.180 -1.987 -0.478  0.075
O8 -4.643 0.380 -1.362  -0.645
H14 -3.799 -0.036 -1.542  0.447
H15 -4.823 0.905 -2.142  0.299
O9 -3.193 -0.401 2.644  -0.664
H16 -2.803 -1.147 2.188  0.352
H17 -3.614 -0.784 3.413  0.279
O10 1.736 -1.597 2.425  -0.692
H18 1.489 -0.703 2.663  0.343
H19 1.802 -1.582 1.470  0.440
O11 1.750 -1.393 -3.418  -0.676
H20 2.094 -2.282 -3.325  0.251
H21 1.330 -1.210 -2.578  0.281
O12 0.410 1.316 -3.958  -0.615
H22 -0.530 1.292 -3.778  0.289
H23 0.813 0.943 -3.174  0.272
O13 1.144 0.862 3.876  -0.601
H24 0.364 1.405 3.994  0.298
H25 1.634 0.965 4.691  0.235
O14 2.958 3.237 -2.082  -0.698
H26 3.281 2.421 -2.462  0.329
H27 2.253 2.966 -1.494  0.315
O15 -0.302 -4.095 -1.651  -0.675
H28 0.348 -4.683 -1.266  0.300
H29 -0.012 -3.218 -1.398  0.372
O16 4.251 0.143 -0.431  -0.643
H30 3.906 -0.743 -0.319  0.393
H31 3.662 0.696 0.082  0.294
O17 -2.259 -1.171 -2.072  -0.772
H32 -1.525 -1.464 -1.532  0.257
H33 -2.010 -0.294 -2.362  0.332

Its energy relative to the best compared isomer or geometry (same formula, charge and spin) is 38.4 kJ/mol. As for the net charge: -1. The highest occupied orbital energy comes out at -7.55 eV. The multiplicity is 1.

=====

Question: Which formula does entry 4 have?
Answer: C2H33FeO17